Entry 1:
17
Properties=species:S:1:pos:R:3:forces:R:3 method="wB97M-V/def2-TZVPD" charge=+1 e_above_lowest_kcal_mol=24.8 multiplicity=3 gap_ev="5.22 / 7.13"
C 0.278 1.632 -1.554 0.28 2.45 2.13
C 0.490 0.547 -2.260 -0.75 2.79 -3.56
C 0.229 1.179 -0.150 -0.20 5.54 -1.29
C 0.351 -0.214 -0.239 0.89 -4.82 1.34
C 0.450 -1.316 0.788 -0.29 2.12 -1.66
N -0.026 1.998 0.940 -0.11 -0.30 -0.69
N -1.002 -1.903 1.108 -2.19 -0.43 -1.40
O 0.486 -0.563 -1.580 0.04 -3.92 3.55
H 0.300 2.662 -2.018 -0.27 -1.34 1.05
H 0.383 0.537 -3.322 0.49 -0.65 -0.48
H 1.070 -2.119 0.414 -0.23 -0.38 -0.11
H 0.692 -1.094 1.825 0.64 0.73 -0.25
H 0.467 1.940 1.814 0.24 -0.63 0.21
H -0.159 2.984 0.727 -0.11 -0.41 -0.25
H -0.823 -2.834 1.427 -0.09 -0.97 0.97
H -1.636 -2.086 0.264 1.04 0.76 1.07
H -1.549 -1.352 1.815 0.61 -0.53 -0.64

Entry 2:
12
Properties=species:S:1:pos:R:3:forces:R:3 method="wB97M-V/def2-TZVPD" e_above_lowest_kcal_mol=136.4 gap_ev=9.12
O 0.813 -0.164 -1.726 -0.13 0.00 -0.17
C 0.329 -0.217 -0.455 0.44 -0.16 0.35
C 0.948 -0.252 0.731 0.08 -0.07 -0.38
C -0.156 -1.238 0.549 -0.15 -0.09 -0.05
C -1.067 1.112 -0.494 -0.81 0.44 -1.08
O -1.530 1.431 -1.500 0.46 -0.28 0.92
H 0.142 0.221 -2.311 0.03 -0.27 -0.01
H 0.134 1.222 1.485 -0.05 0.01 0.10
H 1.969 -0.299 1.077 -0.16 0.18 0.15
H -1.121 -1.054 1.040 0.09 0.06 -0.25
H 0.095 -2.298 0.457 -0.02 0.19 0.03
H -0.525 1.570 1.173 0.22 -0.03 0.39

Entry 3:
11
Properties=species:S:1:pos:R:3:forces:R:3 method="wB97M-V/def2-TZVPD" e_above_lowest_kcal_mol=46.0 smiles=C#Cc1ccn[nH]1 gap_ev=10.06
C 2.811 -0.273 0.147 -0.43 0.11 -0.04
C 1.618 -0.128 0.061 0.59 0.19 0.11
C 0.204 0.020 0.024 0.01 0.02 -0.44
C -0.740 -0.854 -0.465 -0.24 0.72 0.01
C -1.977 -0.223 -0.172 0.02 0.08 -0.25
N -1.794 0.972 0.379 0.08 -0.32 0.02
N -0.468 1.104 0.477 0.17 0.00 0.31
H 3.868 -0.388 0.232 -0.15 -0.01 -0.05
H -0.467 -1.620 -1.157 -0.31 -0.79 0.26
H -2.996 -0.571 -0.329 0.38 0.07 -0.10
H -0.058 1.962 0.803 -0.13 -0.06 0.18

Entry 4:
171
Properties=species:S:1:pos:R:3:forces:R:3 method="wB97M-V/def2-TZVPD" gap_ev=8.95
C 5.548 -1.329 2.422 0.13 0.02 -0.25
C 5.991 -1.439 0.940 -0.08 -0.36 0.13
C 4.836 -1.598 -0.073 -0.32 0.18 -0.15
C 4.427 -0.284 -0.771 0.10 0.15 0.10
C 3.628 0.627 0.171 0.03 0.08 -0.25
C 3.454 2.068 -0.291 -0.18 0.26 -0.01
O 4.258 2.808 -0.823 -0.22 -0.44 0.15
N 2.171 2.476 0.083 0.65 0.09 0.61
C 1.658 1.583 1.141 -0.22 0.02 -0.55
C 2.264 1.936 2.518 0.13 -0.23 0.30
O 2.370 3.335 2.768 0.02 0.01 -0.21
O 3.699 3.730 2.363 -0.07 0.05 0.02
N 0.187 1.661 1.128 0.27 -0.23 1.14
C -0.338 3.000 1.432 -0.61 0.27 -0.30
C -0.454 0.659 1.895 -0.08 -0.04 -0.09
C -1.952 0.520 1.696 -0.04 0.43 0.33
O 0.142 -0.091 2.649 -0.07 0.24 -0.45
C 2.170 0.230 0.582 0.98 -0.05 -0.05
C 1.343 -0.204 -0.645 -0.05 -0.27 -0.12
C 1.203 -1.723 -0.812 -0.25 -0.05 -0.06
C 0.377 -2.401 0.298 -0.19 -0.14 -0.35
C -1.120 -2.145 0.064 0.15 -0.19 -0.29
N -1.954 -2.703 1.130 0.34 0.23 0.06
H 5.540 -0.287 2.772 -0.14 -0.21 -0.06
H 6.228 -1.900 3.061 -0.18 0.27 -0.07
H 4.547 -1.767 2.554 0.23 0.19 0.03
H 6.609 -0.572 0.665 -0.09 -0.22 0.03
H 6.634 -2.327 0.856 -0.10 0.27 -0.01
H 5.080 -2.345 -0.843 0.10 0.24 0.19
H 3.954 -2.000 0.454 0.26 0.00 -0.14
H 5.341 0.275 -1.032 -0.23 -0.16 -0.04
H 3.901 -0.469 -1.716 -0.07 -0.02 0.24
H 4.272 0.737 1.061 -0.32 -0.06 -0.03
H 2.143 3.470 0.281 -0.19 -0.12 -0.15
H 3.259 1.491 2.644 -0.21 0.09 -0.05
H 1.635 1.537 3.320 0.01 0.13 -0.21
H 3.519 4.543 1.866 0.02 -0.16 0.08
H -1.357 3.083 1.036 0.23 0.04 0.12
H 0.252 3.767 0.928 -0.21 -0.22 0.11
H -0.380 3.224 2.507 0.12 -0.05 -0.17
H -2.158 -0.533 1.465 -0.01 0.54 0.46
H -2.448 0.775 2.644 0.07 -0.11 -0.24
H -2.330 1.178 0.909 0.04 -0.20 0.08
H 2.231 -0.548 1.355 -0.34 0.26 -0.18
H 0.333 0.225 -0.602 0.35 -0.08 0.04
H 1.795 0.204 -1.562 -0.07 -0.09 0.22
H 0.662 -1.891 -1.755 0.24 0.01 0.19
H 2.180 -2.205 -0.934 -0.10 0.13 0.12
H 0.526 -3.492 0.219 0.07 0.26 0.21
H 0.673 -2.076 1.304 -0.11 -0.13 -0.24
H -1.323 -1.067 -0.007 0.19 -0.47 -0.18
H -1.382 -2.570 -0.923 0.09 0.19 0.14
H -1.814 -3.708 1.177 -0.15 0.12 0.03
H -2.932 -2.531 0.926 0.08 -0.32 -0.12
C 2.846 2.872 6.043 -0.03 0.00 -0.03
C 1.790 2.926 7.127 -0.01 -0.11 -0.02
O 0.493 2.593 6.634 -0.05 0.13 -0.05
H 2.597 3.543 5.222 0.01 0.01 0.01
H 3.827 3.147 6.436 -0.02 -0.02 0.01
H 2.919 1.861 5.632 0.05 0.00 0.03
H 1.699 3.936 7.531 -0.01 -0.02 0.00
H 2.052 2.258 7.956 0.02 0.05 0.02
H 0.526 1.699 6.277 -0.01 0.00 -0.02
C 0.035 7.040 -2.505 0.02 -0.08 -0.02
C -0.366 6.628 -1.102 0.03 0.01 -0.01
O 0.326 5.458 -0.669 0.15 0.07 -0.03
H -0.154 6.228 -3.208 -0.02 0.01 0.00
H -0.526 7.919 -2.827 0.00 0.01 0.01
H 1.099 7.282 -2.549 -0.01 0.03 0.01
H -1.424 6.372 -1.062 0.00 0.00 0.02
H -0.191 7.448 -0.398 -0.05 0.01 0.00
H 1.269 5.657 -0.688 -0.02 -0.01 -0.08
C 1.708 -2.512 -5.676 0.09 0.02 -0.07
C 1.603 -2.047 -4.237 -0.05 0.15 -0.03
O 2.431 -0.928 -3.945 0.06 -0.13 -0.13
H 2.736 -2.785 -5.921 0.00 -0.03 0.04
H 1.066 -3.380 -5.841 0.00 -0.01 0.02
H 1.408 -1.721 -6.364 -0.03 0.00 0.02
H 1.915 -2.838 -3.554 -0.02 0.01 0.02
H 0.562 -1.791 -4.004 -0.05 -0.13 0.01
H 2.134 -0.194 -4.499 -0.03 0.13 0.14
C -6.260 -5.200 -0.817 -0.05 0.12 -0.04
C -4.818 -4.823 -0.552 -0.05 -0.04 0.04
O -4.694 -3.490 -0.050 -0.13 0.03 -0.07
H -6.711 -4.507 -1.530 0.03 -0.02 -0.02
H -6.327 -6.213 -1.212 -0.01 -0.01 0.04
H -6.841 -5.161 0.107 0.02 -0.04 0.01
H -4.232 -4.849 -1.472 0.02 0.00 0.01
H -4.369 -5.527 0.156 0.04 -0.02 -0.05
H -5.191 -3.448 0.776 0.01 -0.04 0.00
C -5.472 -1.633 -3.893 -0.02 0.05 0.05
C -3.976 -1.554 -3.650 0.02 -0.03 0.05
O -3.664 -1.317 -2.284 -0.07 -0.08 -0.07
H -5.958 -0.712 -3.568 0.00 0.00 -0.02
H -5.690 -1.791 -4.950 0.01 -0.01 0.00
H -5.909 -2.460 -3.328 0.01 -0.02 -0.02
H -3.541 -0.723 -4.205 0.01 -0.01 -0.01
H -3.492 -2.476 -3.995 0.01 0.02 -0.04
H -4.042 -2.043 -1.773 0.01 0.02 0.23
C 2.875 3.455 -3.522 -0.02 -0.09 -0.06
C 1.891 3.108 -4.618 0.00 0.03 0.04
O 1.160 1.920 -4.330 -0.06 -0.04 -0.07
H 3.549 2.620 -3.335 0.02 0.04 0.00
H 3.470 4.330 -3.789 -0.01 0.00 0.01
H 2.353 3.668 -2.587 -0.02 0.02 -0.01
H 2.411 2.900 -5.554 0.06 0.05 -0.02
H 1.207 3.943 -4.806 -0.03 -0.03 -0.01
H 0.693 2.044 -3.496 0.06 -0.06 0.03
C -7.373 -10.192 -1.915 -0.05 0.05 0.04
C -6.184 -9.345 -1.502 -0.01 -0.05 0.05
O -6.426 -8.620 -0.301 0.00 -0.03 -0.03
H -8.257 -9.567 -2.044 0.01 0.00 -0.02
H -7.173 -10.714 -2.852 0.01 0.00 0.00
H -7.598 -10.940 -1.151 0.02 -0.02 -0.02
H -5.969 -8.593 -2.261 0.02 0.00 0.00
H -5.292 -9.970 -1.390 0.02 0.02 -0.04
H -6.605 -9.253 0.401 0.00 0.03 0.01
C 3.426 0.960 -9.403 0.04 -0.04 0.05
C 2.086 0.474 -8.887 0.01 0.05 0.07
O 2.077 0.315 -7.472 0.03 0.05 -0.09
H 4.218 0.269 -9.112 -0.01 0.00 -0.02
H 3.418 1.047 -10.491 -0.01 0.01 0.00
H 3.667 1.941 -8.987 -0.01 0.01 -0.03
H 1.853 -0.511 -9.293 -0.01 0.00 -0.01
H 1.287 1.159 -9.192 -0.02 -0.03 -0.04
H 2.266 1.172 -7.077 -0.05 -0.01 0.07
C 1.243 8.832 6.204 0.01 0.12 0.06
C 2.374 9.747 6.633 -0.01 -0.02 0.05
O 1.985 10.642 7.668 -0.01 -0.01 -0.01
H 0.386 9.418 5.873 0.02 -0.01 -0.02
H 1.558 8.177 5.390 0.00 -0.02 0.01
H 0.917 8.207 7.039 0.02 -0.04 -0.02
H 2.690 10.380 5.804 0.01 0.00 0.00
H 3.242 9.158 6.950 0.02 0.00 -0.04
H 1.712 10.120 8.429 0.00 0.02 0.00
C 6.624 -3.375 6.858 0.06 0.04 -0.05
C 5.657 -3.566 5.706 0.03 -0.04 -0.01
O 6.322 -3.651 4.449 0.08 -0.17 0.12
H 7.223 -2.476 6.706 -0.02 0.00 0.01
H 6.089 -3.283 7.805 -0.01 -0.01 0.00
H 7.307 -4.224 6.936 -0.02 -0.01 0.02
H 4.986 -2.712 5.621 -0.01 -0.01 -0.01
H 5.045 -4.460 5.867 -0.05 0.03 0.01
H 6.912 -4.411 4.473 -0.01 0.01 -0.01
C -1.471 6.939 5.507 0.01 -0.10 -0.08
C -2.326 5.870 4.852 0.05 -0.06 0.08
O -1.541 4.878 4.203 -0.02 0.05 -0.05
H -0.827 7.411 4.765 -0.01 0.01 0.00
H -2.092 7.707 5.973 0.00 0.01 0.02
H -0.834 6.499 6.278 -0.04 0.02 0.00
H -2.954 6.306 4.075 -0.01 -0.01 -0.01
H -2.984 5.404 5.593 -0.04 0.02 -0.01
H -0.979 4.460 4.864 0.07 -0.11 0.08
C -7.800 -0.987 2.392 0.04 -0.08 0.15
C -7.546 -2.280 1.643 -0.10 0.08 -0.02
O -7.205 -3.365 2.502 0.09 0.03 -0.05
H -6.927 -0.717 2.988 0.00 0.02 -0.03
H -8.015 -0.173 1.698 -0.01 -0.02 -0.01
H -8.650 -1.091 3.069 -0.02 0.02 -0.03
H -6.697 -2.160 0.972 -0.06 0.05 -0.08
H -8.415 -2.544 1.032 0.02 0.00 -0.04
H -7.935 -3.515 3.111 0.03 -0.02 0.00
C -0.759 -5.591 -7.234 -0.06 0.01 -0.02
C -1.536 -5.327 -5.957 0.00 -0.09 -0.11
O -2.886 -5.771 -6.063 0.00 0.04 0.06
H -1.246 -5.102 -8.078 0.01 0.02 0.01
H 0.265 -5.222 -7.163 0.00 -0.01 0.02
H -0.720 -6.663 -7.445 0.05 0.00 0.02
H -1.590 -4.258 -5.755 -0.01 -0.01 0.02
H -1.046 -5.808 -5.103 0.03 0.05 0.02
H -2.874 -6.718 -6.235 -0.02 0.02 -0.01

Entry 5:
48
Properties=species:S:1:pos:R:3:forces:R:3 method="wB97M-V/def2-TZVPD" gap_ev=9.06
N -1.501 2.166 1.841 0.02 0.34 -0.16
C -1.796 0.972 2.389 0.06 0.18 -0.07
C -1.658 0.900 3.899 -0.22 -0.15 -0.02
O -0.423 1.414 4.354 -0.04 0.26 0.12
C 0.712 0.707 4.109 0.49 -0.19 -0.07
C 0.776 -0.481 3.387 -0.33 0.18 0.09
C 1.996 -1.111 3.203 0.25 0.04 0.06
C 3.159 -0.580 3.727 -0.04 0.04 0.02
C 3.088 0.606 4.449 -0.09 0.03 0.04
C 4.356 1.192 5.001 0.35 0.15 0.06
F 4.148 2.144 5.921 -0.26 0.10 0.09
F 5.111 1.761 4.039 -0.07 -0.01 -0.20
F 5.139 0.267 5.582 -0.06 -0.24 0.00
C 1.882 1.253 4.640 -0.06 -0.08 -0.06
N -2.234 -0.099 1.844 0.07 -0.52 0.48
N -2.491 -0.272 0.500 -0.46 -0.12 0.07
C -2.050 0.341 -0.623 0.07 0.10 0.08
O -1.287 1.295 -0.666 0.05 -0.09 -0.15
C -2.620 -0.276 -1.857 0.16 0.02 -0.38
C -3.981 -0.478 -2.015 0.24 -0.03 -0.17
C -4.464 -0.986 -3.214 -0.01 -0.01 -0.04
C -3.551 -1.264 -4.214 -0.39 0.02 0.14
N -2.248 -1.087 -4.080 0.69 0.07 0.29
C -1.778 -0.610 -2.941 -0.94 -0.23 -0.05
O -0.462 -0.500 -2.739 0.24 0.11 0.14
C 0.459 -0.608 -3.762 0.48 -0.11 -0.35
C 0.235 -0.161 -5.056 -0.15 0.15 0.14
C 1.250 -0.257 -5.992 0.05 0.01 0.04
C 2.482 -0.786 -5.647 0.10 -0.03 -0.07
C 2.705 -1.216 -4.349 0.01 0.01 -0.06
C 1.699 -1.128 -3.406 -0.37 0.06 0.12
H -1.006 2.827 2.418 -0.01 -0.09 0.04
H -1.326 2.183 0.833 0.00 -0.02 0.20
H -2.410 1.550 4.356 0.07 -0.11 -0.06
H -1.821 -0.127 4.237 0.04 0.11 -0.11
H -0.114 -0.913 2.959 -0.09 -0.04 -0.04
H 2.034 -2.030 2.640 -0.01 -0.09 -0.06
H 4.108 -1.072 3.586 0.08 -0.06 -0.02
H 1.823 2.173 5.201 0.00 0.08 0.07
H -3.039 -1.114 0.375 0.23 0.24 -0.11
H -4.661 -0.216 -1.217 -0.03 0.02 0.07
H -5.519 -1.147 -3.365 -0.09 -0.01 -0.04
H -3.862 -1.648 -5.176 -0.15 -0.04 -0.05
H -0.720 0.257 -5.328 0.03 0.01 -0.04
H 1.074 0.090 -6.999 -0.03 0.03 -0.08
H 3.267 -0.858 -6.384 0.06 -0.01 -0.06
H 3.665 -1.622 -4.069 0.07 -0.03 0.04
H 1.855 -1.452 -2.389 0.00 -0.03 0.11

Entry 6:
15
Properties=species:S:1:pos:R:3:forces:R:3 method="wB97M-V/def2-TZVPD" charge=-1 e_above_lowest_kcal_mol=0.0 smiles="O=C([O-])[C@@]1(Br)CC=CC=N1" gap_ev=7.69
O 2.097 -0.476 -0.600 0.70 0.76 -0.71
C 1.479 -1.318 0.043 -0.94 0.49 0.94
O 1.619 -2.517 0.196 0.12 -1.06 0.01
C 0.198 -0.649 0.842 -0.49 -0.78 -1.18
Br 0.177 -1.341 2.662 -0.05 0.04 0.33
C 0.291 0.865 0.864 -0.10 0.10 0.14
C -0.164 1.444 -0.444 -0.07 -0.17 -0.01
C -0.948 0.751 -1.268 0.22 0.59 -0.12
C -1.428 -0.555 -0.853 -0.04 -0.36 0.39
N -1.012 -1.199 0.158 0.91 0.23 0.62
H 1.340 1.129 1.027 -0.17 -0.03 -0.01
H -0.302 1.307 1.682 0.06 -0.08 -0.14
H 0.170 2.447 -0.672 -0.04 0.09 -0.16
H -1.285 1.137 -2.221 0.04 0.13 -0.01
H -2.231 -1.026 -1.414 -0.16 0.07 -0.10